# 1
{
  "formula": "C18H24F16N6O4PS",
  "method": "ωB97M-V with the def2-TZVPD basis set",
  "lumo_energy_ev": -3.14,
  "total_charge": 1,
  "species": ["N", "C", "O", "C", "C", "C", "N", "C", "N", "P", "S", "N", "C", "C", "C", "N", "O", "N", "H", "H", "H", "H", "H", "H", "H", "H", "H", "H", "H", "H", "H", "H", "H", "H", "C", "C", "C", "F", "F", "F", "F", "O", "C", "C", "F", "F", "F", "F", "H", "H", "H", "H", "C", "C", "C", "F", "F", "F", "F", "O", "C", "C", "F", "F", "F", "F", "H", "H", "H", "H"],
  "positions_angstrom": [[3.4417, -1.6472, -4.6033], [3.9206, -0.3634, -4.3496], [4.5336, -0.0622, -3.3594], [3.7017, 0.6544, -5.4626], [2.9856, 1.9182, -4.9451], [1.6264, 1.6143, -4.4202], [1.3520, 1.1716, -3.2112], [0.0146, 1.0301, -3.1713], [-0.6136, 0.6154, -2.0710], [0.2178, 0.2459, -0.5843], [-0.9855, -0.1006, 0.8401], [-0.5457, 1.3600, -4.3472], [-1.9288, 1.4274, -4.8482], [-2.8241, 0.3439, -4.2632], [-2.2438, -1.0731, -4.2569], [-1.4402, -1.4924, -5.3621], [-2.5017, -1.8108, -3.3535], [0.5112, 1.7492, -5.1361], [3.6978, -2.2645, -3.8389], [2.4401, -1.6896, -4.7519], [4.7045, 0.9687, -5.7635], [3.2261, 0.2229, -6.3446], [3.5718, 2.3248, -4.1203], [2.9043, 2.6558, -5.7449], [-1.6162, 0.5040, -2.0233], [1.0777, 1.3427, -0.4863], [1.0466, -0.8087, -0.9862], [-2.3243, 2.4277, -4.6605], [-1.8650, 1.3041, -5.9316], [-3.1585, 0.5954, -3.2554], [-3.7357, 0.3097, -4.8687], [-1.9768, -1.7465, -6.1829], [-0.7115, -0.8381, -5.6094], [0.4250, 2.0760, -6.0856], [-4.5394, 3.4886, 5.3572], [-3.2773, 4.3321, 5.1345], [-2.9848, 4.8031, 3.7056], [-2.7608, 3.7494, 2.8908], [-1.8718, 5.5681, 3.7190], [-2.1961, 3.7038, 5.6340], [-3.4653, 5.4826, 5.8465], [-4.3497, 2.0938, 5.4540], [-4.3911, 1.2743, 4.3681], [-3.0805, 0.4880, 4.2242], [-2.0522, 1.3394, 4.0392], [-3.1662, -0.3146, 3.1386], [-4.6898, 1.9347, 3.2324], [-5.3690, 0.3598, 4.5670], [-4.8968, 3.7850, 6.3420], [-5.3181, 3.7489, 4.6393], [-3.8170, 5.3955, 3.3170], [-2.9013, -0.1150, 5.1155], [3.3388, -2.6529, 2.2855], [1.9384, -2.1555, 2.6662], [1.6567, -1.8681, 4.1456], [1.7511, -2.9995, 4.8677], [0.3957, -1.3931, 4.2530], [0.9992, -2.9842, 2.1737], [1.7861, -0.9407, 2.0432], [3.4701, -4.0391, 2.0713], [3.8103, -4.8982, 3.0797], [2.7426, -5.9867, 3.2674], [1.5689, -5.4204, 3.6087], [3.1336, -6.8071, 4.2638], [4.0600, -4.2556, 4.2324], [4.9480, -5.5318, 2.7128], [3.5336, -2.2063, 1.3110], [4.0936, -2.2667, 2.9713], [2.3521, -1.1208, 4.5363], [2.6209, -6.5563, 2.3444]],
  "lowdin_charge": [0.151, -0.550, 0.094, -0.091, -0.081, -0.270, 0.224, -0.365, -0.081, 0.321, 0.307, 0.003, -0.088, -0.092, -0.498, 0.125, 0.143, 0.181, 0.108, 0.091, 0.136, 0.117, 0.138, 0.128, 0.080, -0.004, -0.007, 0.140, 0.129, 0.118, 0.144, 0.106, 0.059, 0.192, -0.040, -0.445, -0.306, 0.088, 0.099, 0.142, 0.103, 0.056, -0.547, -0.284, 0.087, 0.055, 0.146, 0.146, 0.152, 0.148, 0.172, 0.178, -0.046, -0.441, -0.304, 0.105, 0.093, 0.131, 0.030, 0.050, -0.546, -0.287, 0.103, 0.107, 0.156, 0.146, 0.146, 0.150, 0.175, 0.175]
}

---

# 2
{
  "formula": "C18H24FN3O8P",
  "method": "ωB97M-V with the def2-TZVPD basis set",
  "lumo_energy_ev": 2.19,
  "total_charge": -1,
  "species": ["O", "O", "O", "O", "O", "F", "O", "O", "O", "C", "C", "C", "C", "C", "C", "C", "C", "C", "C", "C", "N", "N", "N", "C", "C", "C", "C", "C", "C", "C", "P", "H", "H", "H", "H", "H", "H", "H", "H", "H", "H", "H", "H", "H", "H", "H", "H", "H", "H", "H", "H", "H", "H", "H", "H"],
  "positions_angstrom": [[5.1921, -2.0161, 0.0380], [1.5098, 1.6530, 0.9416], [4.5543, 1.2949, -2.8077], [-3.4339, 3.6153, -2.3255], [2.8335, 0.5484, 2.3048], [-2.8119, -4.3279, 1.6699], [-5.7369, 3.6980, -3.0708], [-4.0289, 1.9926, -4.0320], [-4.9741, 1.6264, -1.6490], [3.9784, -1.9997, 0.1938], [2.6179, 1.1496, 1.2304], [4.4689, 0.2749, -2.1284], [-1.9543, 1.5158, 2.1983], [-3.0232, 0.6530, 2.0982], [-0.8597, -2.9694, 1.8883], [-3.0707, -1.9632, 1.8834], [-0.2745, -1.7024, 2.0210], [-2.2554, -3.1024, 1.8121], [-2.4850, -0.7001, 2.0201], [-1.1022, -0.5850, 2.0802], [-0.7879, 0.7588, 2.1758], [5.2198, -0.7920, -2.4184], [3.1430, -1.1324, -0.3787], [3.3331, -3.0462, 1.0670], [6.1992, -0.8558, -3.4985], [-4.3606, 1.8249, -0.3729], [-4.4750, 1.0406, 2.0366], [-5.0255, 0.8672, 0.6159], [3.7237, 1.1900, 0.1664], [3.4426, 0.1906, -0.9709], [-4.5361, 2.7381, -2.7432], [-5.2467, 4.3893, -3.5291], [-3.1981, 1.6322, -3.6978], [-1.9957, 2.5998, 2.2410], [-0.2329, -3.8533, 1.8440], [-4.1478, -2.0650, 1.8285], [0.8017, -1.5655, 2.0838], [0.1642, 1.1372, 2.0339], [5.1818, -1.5539, -1.7506], [2.1757, -1.2532, -0.1238], [2.9798, -2.5569, 1.9740], [2.5009, -3.5060, 0.5394], [4.0775, -3.7964, 1.3259], [5.7291, -0.5498, -4.4344], [7.0217, -0.1738, -3.2777], [6.5830, -1.8716, -3.5950], [-4.4945, 2.8561, -0.0248], [-3.2852, 1.6210, -0.4359], [-4.5972, 2.0808, 2.3546], [-5.0428, 0.4136, 2.7308], [-4.8731, -0.1634, 0.2816], [-6.1023, 1.0603, 0.6261], [4.6845, 0.9498, 0.6256], [3.7868, 2.1991, -0.2447], [2.5090, 0.5302, -1.4211]],
  "lowdin_charge": [0.022, -0.068, 0.030, -0.258, -0.056, 0.028, -0.073, -0.080, -0.171, -0.545, -0.723, -0.456, -0.021, -0.201, -0.026, 0.038, 0.005, -0.285, -0.137, -0.211, 0.103, 0.023, 0.124, 0.004, -0.063, -0.234, -0.160, -0.174, -0.065, -0.172, 0.300, 0.086, 0.094, 0.128, 0.101, 0.110, 0.094, 0.103, 0.085, 0.134, 0.080, 0.077, 0.081, 0.079, 0.081, 0.078, 0.128, 0.129, 0.112, 0.110, 0.111, 0.113, 0.118, 0.118, 0.152]
}

---

# 3
{
  "formula": "C18H24N2O4S",
  "method": "ωB97M-V with the def2-TZVPD basis set",
  "smiles": "CCOC(=O)CNC(=O)N1CCC[C@H](C(=O)c2ccccc2SC)C1",
  "lumo_energy_ev": -0.03,
  "de_lowest_kj_mol": 58.5,
  "total_charge": 0,
  "species": ["C", "C", "O", "C", "O", "C", "N", "C", "O", "N", "C", "C", "C", "C", "C", "O", "C", "C", "C", "C", "C", "C", "S", "C", "C", "H", "H", "H", "H", "H", "H", "H", "H", "H", "H", "H", "H", "H", "H", "H", "H", "H", "H", "H", "H", "H", "H", "H", "H"],
  "positions_angstrom": [[-1.9210, -3.9586, -0.6780], [-2.7576, -2.9361, -1.4329], [-2.7753, -1.6845, -0.7419], [-3.7477, -1.4905, 0.1588], [-4.6156, -2.2852, 0.3991], [-3.6034, -0.1532, 0.8587], [-2.4131, 0.5681, 0.4825], [-2.5317, 1.8405, -0.0285], [-3.5554, 2.4828, 0.1053], [-1.4324, 2.3469, -0.6754], [-1.3077, 3.7923, -0.7462], [-0.4325, 4.2997, 0.4034], [0.9227, 3.5930, 0.4188], [0.7237, 2.0760, 0.4502], [2.0310, 1.3174, 0.3496], [3.0479, 1.8633, -0.0443], [2.0290, -0.1207, 0.6296], [0.9564, -0.7866, 1.2297], [0.9805, -2.1497, 1.4226], [2.0940, -2.8762, 1.0175], [3.1746, -2.2413, 0.4459], [3.1723, -0.8593, 0.2463], [4.5205, -0.0052, -0.4584], [5.6591, -1.3620, -0.9263], [-0.1510, 1.6968, -0.7641], [-0.9098, -3.5851, -0.5290], [-2.3710, -4.1631, 0.2907], [-1.8777, -4.8831, -1.2460], [-3.7863, -3.2913, -1.5462], [-2.3266, -2.7181, -2.4123], [-3.6188, -0.3442, 1.9397], [-4.4711, 0.4769, 0.6275], [-1.6638, -0.0203, 0.1569], [-0.8633, 4.0544, -1.7108], [-2.3105, 4.2156, -0.6843], [-0.9535, 4.1121, 1.3452], [-0.2907, 5.3760, 0.3038], [1.4962, 3.8556, -0.4722], [1.5025, 3.9078, 1.2882], [0.1934, 1.8028, 1.3661], [0.0999, -0.2275, 1.5715], [0.1463, -2.6481, 1.8922], [2.1222, -3.9462, 1.1621], [4.0293, -2.8312, 0.1625], [6.0309, -1.8782, -0.0469], [5.1816, -2.0485, -1.6179], [6.4843, -0.8627, -1.4245], [0.3419, 2.0640, -1.6713], [-0.2525, 0.6152, -0.8668]],
  "lowdin_charge": [-0.055, -0.205, -0.021, -0.469, 0.118, -0.062, 0.084, -0.515, 0.061, -0.044, -0.144, -0.155, -0.150, -0.219, -0.339, -0.022, -0.161, -0.033, -0.085, -0.069, -0.086, -0.429, 1.000, -0.378, -0.101, 0.063, 0.080, 0.079, 0.122, 0.125, 0.139, 0.139, 0.093, 0.128, 0.119, 0.120, 0.113, 0.122, 0.124, 0.146, 0.101, 0.104, 0.109, 0.087, 0.034, 0.036, 0.028, 0.146, 0.121]
}

---

# 4
{
  "formula": "C18H24N2O5",
  "method": "ωB97M-V with the def2-TZVPD basis set",
  "smiles": "CCCOc1ccccc1[C@H]1NC(=O)NC(C)=C1C(=O)OCCOC",
  "lumo_energy_ev": 0.69,
  "de_lowest_kj_mol": 120.6,
  "total_charge": 0,
  "species": ["C", "C", "C", "O", "C", "C", "C", "C", "C", "C", "C", "N", "C", "O", "N", "C", "C", "C", "C", "O", "O", "C", "C", "O", "C", "H", "H", "H", "H", "H", "H", "H", "H", "H", "H", "H", "H", "H", "H", "H", "H", "H", "H", "H", "H", "H", "H", "H", "H"],
  "positions_angstrom": [[-0.7113, -0.4092, -3.2189], [0.7768, -0.0937, -3.1309], [1.5911, -1.1508, -2.3766], [1.4388, -1.0562, -0.9744], [0.3865, -1.6240, -0.3264], [-0.3938, -2.6657, -0.8195], [-1.4138, -3.2032, -0.0557], [-1.6692, -2.7193, 1.2142], [-0.8906, -1.6906, 1.7149], [0.1274, -1.1300, 0.9624], [0.9658, 0.0025, 1.5278], [2.3262, -0.4510, 1.7674], [3.4238, -0.1043, 1.0674], [4.4974, -0.6556, 1.1670], [3.2665, 1.0140, 0.2617], [2.0811, 1.6548, 0.0261], [2.2016, 2.8453, -0.8668], [0.9429, 1.2109, 0.6113], [-0.3728, 1.7873, 0.3577], [-0.6575, 2.6183, -0.4783], [-1.3017, 1.2614, 1.1896], [-2.6515, 1.6316, 0.9641], [-3.2362, 0.8264, -0.2099], [-4.6326, 0.9134, -0.3149], [-5.3440, 0.1238, 0.6072], [-0.8790, -1.3567, -3.7273], [-1.2210, 0.3728, -3.7764], [-1.1551, -0.4605, -2.2277], [1.1904, -0.0095, -4.1380], [0.9064, 0.8641, -2.6248], [2.6588, -0.9692, -2.5363], [1.3602, -2.1551, -2.7455], [-0.2149, -3.0670, -1.8041], [-2.0090, -4.0078, -0.4612], [-2.4650, -3.1397, 1.8100], [-1.0840, -1.2997, 2.7029], [0.5321, 0.2865, 2.4986], [2.4146, -1.3015, 2.3039], [4.0992, 1.3256, -0.2170], [2.6967, 2.5653, -1.7958], [2.8101, 3.6048, -0.3761], [1.2246, 3.2595, -1.0887], [-3.1715, 1.3971, 1.8945], [-2.7217, 2.7033, 0.7538], [-2.8409, 1.2278, -1.1463], [-2.9165, -0.2227, -0.1023], [-6.3899, 0.1827, 0.3121], [-5.0112, -0.9205, 0.5696], [-5.2424, 0.4907, 1.6341]],
  "lowdin_charge": [-0.089, -0.199, -0.175, -0.044, -0.206, -0.019, -0.080, -0.095, -0.038, -0.109, -0.182, 0.157, -0.543, 0.071, 0.164, -0.222, 0.002, -0.038, -0.425, 0.089, -0.014, -0.121, -0.193, -0.172, -0.107, 0.077, 0.076, 0.054, 0.112, 0.098, 0.129, 0.117, 0.105, 0.105, 0.100, 0.118, 0.152, 0.162, 0.160, 0.090, 0.097, 0.070, 0.126, 0.134, 0.125, 0.121, 0.090, 0.089, 0.081]
}

---

The calculation returns the following Kohn-Sham gap values, one per record and in order: 0.3138; 0.2737; 0.3072; 0.3411 Eh.